# 1
A cluster of 2 separate species, C5H11N2O in total. Source: the Open Molecules 2025 dataset; level of theory: the ωB97M-V functional and the def2-TZVPD basis.

As for the frontier orbital gap: 0.39560 Ha. The value obtained for the highest occupied orbital energy is -13.893 eV. The total energy comes out at -10384.806 eV. As for the net charge: +1.

Each atom is followed by the atoms it is bonded to, with distances in Å.
Geometry (Å):
1 C 0.52 -1.58 -1.96  C2 1.549, H8 1.110, H9 1.102, H10 1.074
2 C 0.54 -1.28 -0.44  C1 1.549, C3 1.438, H11 1.096, H12 1.078
3 C -0.22 -0.10 -0.12  C2 1.438, C4 1.334, N7 1.428
4 C -1.35 0.02 0.58  C3 1.334, N5 1.406, H13 1.066
5 N -1.79 1.35 0.44  C4 1.406, C6 1.352, H14 1.011
6 C -0.90 2.01 -0.33  N5 1.352, N7 1.329, H15 1.091
7 N 0.10 1.18 -0.64  C3 1.428, C6 1.329, H16 1.015
8 H -0.31 -2.27 -2.22  C1 1.110
9 H 1.46 -2.01 -2.32  C1 1.102
10 H 0.46 -0.77 -2.66  C1 1.074
11 H 1.61 -1.27 -0.22  C2 1.096
12 H 0.14 -2.17 0.03  C2 1.078
13 H -1.83 -0.57 1.33  C4 1.066
14 H -2.64 1.74 0.81  N5 1.011
15 H -1.07 3.07 -0.54  C6 1.091
16 H 0.94 1.36 -1.18  N7 1.015
17 H 2.79 -1.59 2.19  O19 0.975
18 H 2.06 -0.36 2.91  O19 0.961
19 O 2.09 -0.92 2.12  H17 0.975, H18 0.961

# 2
A cluster of 2 separate species, C5H11N2O in total. Source: the Open Molecules 2025 dataset; level of theory: the ωB97M-V functional and the def2-TZVPD basis.

As for the frontier orbital gap: 0.38383 Ha. The value obtained for the highest occupied orbital energy is -13.572 eV. The total energy comes out at -10380.970 eV. As for the net charge: +1.

Each atom is followed by the atoms it is bonded to, with distances in Å.
Geometry (Å):
1 C -1.43 -0.24 0.11  N6 1.289, O8 1.181
2 C 1.27 0.24 1.31  C3 1.544, N7 1.468, H9 1.115, H10 1.112
3 C 0.80 -0.23 -0.08  C2 1.544, N7 1.421, H11 1.083
4 C -3.24 -1.48 -0.62  N6 1.438, H12 1.113, H13 1.080, H14 1.051
5 C 2.34 1.77 -0.30  N7 1.480, H15 1.090, H16 1.105, H17 1.132
6 N -1.82 -1.35 -0.43  C1 1.289, C4 1.438, H18 0.970
7 N 1.08 1.14 0.17  C2 1.468, C3 1.421, C5 1.480, H19 1.115
8 O -1.81 0.75 0.62  C1 1.181
9 H 0.36 0.25 1.96  C2 1.115
10 H 2.27 0.15 1.79  C2 1.112
11 H 1.42 -0.58 -0.90  C3 1.083
12 H -3.52 -1.65 -1.68  C4 1.113
13 H -3.64 -2.40 -0.21  C4 1.080
14 H -3.71 -0.67 -0.14  C4 1.051
15 H 1.96 2.16 -1.25  C5 1.090
16 H 2.70 2.40 0.53  C5 1.105
17 H 3.05 0.91 -0.45  C5 1.132
18 H -1.25 -2.07 -0.71  N6 0.970
19 H 0.30 1.93 0.26  N7 1.115

The calculation returns the following energy relative to the best compared isomer or geometry (same formula, charge and spin) values, one per record and in order: 18.4 106.9 kcal per mole.